1.
This record from the Open Molecules 2025 dataset describes a molecular structure, C21H29BrCl3GeInN4S. The level of theory is wB97M-V/def2-TZVPD.

XYZ file:
```
61
Properties=species:S:1:pos:R:3:mulliken_charge:R:1
In -0.0964 0.2717 -0.0613 0.71
Br 3.1905 -1.8226 6.3983 -0.06
Ge -0.1278 3.0031 0.5891 0.79
Cl -1.8259 2.7257 1.8110 -0.11
Cl 1.6151 3.4262 1.6454 -0.07
Cl -0.4879 4.0924 -1.1452 -0.08
S 0.5207 -2.0092 -1.0183 -0.16
N 0.1861 -2.2147 -3.6654 -0.16
N 2.2652 -1.5225 -3.0090 -0.21
N -2.3466 -0.2200 -0.1929 0.22
N -0.7312 -0.8609 1.9406 0.25
C 1.0323 -1.8862 -2.7031 0.64
C -1.2796 -4.2236 -3.6166 -0.50
C -1.2012 -2.7010 -3.5375 -0.48
C -2.8677 -0.8790 0.8586 0.30
C 3.4160 -1.3517 -2.0872 -0.82
C -1.4444 -4.2772 -6.1769 -1.13
C -3.1395 0.1142 -1.2131 -0.27
C -4.2010 -1.2311 0.9120 -0.76
C -1.9683 -1.2064 1.9581 -0.03
C -4.4953 -0.1986 -1.2249 -0.80
C -0.2906 -1.5746 4.2762 -0.62
C 4.1405 -2.6661 -1.8186 -0.33
C 1.5187 -0.8884 2.8017 0.27
C -5.0321 -0.8802 -0.1488 -0.48
C 4.7688 -3.2752 -3.0708 -0.29
C 0.1451 -1.1185 3.0152 1.31
C 1.9816 -1.5479 5.0489 0.07
C 0.6126 -1.7876 5.2818 -0.93
C 5.6525 -4.4807 -2.7496 -1.35
C -0.7407 -4.8045 -4.9244 -0.45
C 2.4362 -1.0967 3.7947 -0.99
H 4.0896 -0.6410 -2.5619 0.51
H 3.4368 -3.3765 -1.3701 0.22
H 0.3415 -4.6421 -4.9958 0.22
H -5.1103 0.0977 -2.0654 0.47
H -1.3375 -1.7537 4.4846 0.29
H -6.0856 -1.1361 -0.1287 0.50
H -1.2692 -3.2083 -6.3492 0.27
H -1.7731 -2.2487 -4.3457 0.53
H 2.5144 -1.5506 -3.9888 0.31
H -0.7314 -4.6491 -2.7685 0.23
H -2.3317 -4.4982 -3.4997 0.41
H 3.4911 -0.9214 3.6298 0.46
H -0.8655 -5.8845 -4.8769 0.38
H 6.5140 -4.1808 -2.1508 0.36
H 6.0317 -4.9435 -3.6591 0.37
H 3.9834 -3.5848 -3.7711 0.22
H -2.5254 -4.4304 -6.1163 0.30
H 0.5670 -2.2752 -4.6022 0.34
H -2.4047 -1.7541 2.7888 0.37
H 3.0557 -0.9115 -1.1643 0.07
H 5.1053 -5.2356 -2.1796 0.34
H 1.8603 -0.5586 1.8247 -0.15
H -1.0840 -4.7978 -7.0626 0.38
H 0.2816 -2.1349 6.2526 0.45
H -1.6008 -2.3544 -2.5894 -0.14
H -2.6833 0.6456 -2.0392 0.53
H 4.9206 -2.4747 -1.0761 0.43
H 5.3635 -2.5130 -3.5847 0.32
H -4.5910 -1.7668 1.7691 0.52
```

Computed properties:
LUMO energy (spin up / spin down): -10.92 / -14.07 eV
Total charge: +3
Highest occupied orbital energy (spin up / spin down): -15.9 / -15.9 eV
DFT total energy: -208318.9133 eV
Relative energy (zero: lowest compared OMol25 entry of this formula, charge and spin): 77.5 kJ/mol
Expectation value of S²: 0.7702
Spin multiplicity: 2
Gap between HOMO and LUMO (spin up / spin down): 4.99 / 1.83 eV
Molecular weight: 743.25 g mol⁻¹

2.
This record from the Open Molecules 2025 dataset describes a molecular structure, C24H51F9N3O9Pd. The level of theory is wB97M-V/def2-TZVPD.

XYZ file:
```
97
Properties=species:S:1:pos:R:3:mulliken_charge:R:1
Pd -0.4159 -0.5251 0.0273 0.87
F -5.7430 -2.1808 -0.6274 -0.32
F 5.5168 3.3902 -0.1312 -0.30
F 4.6944 4.6909 -1.6150 -0.27
F 3.4557 4.1757 0.0632 -0.27
F 2.4586 -5.6756 0.9432 -0.21
F 2.8562 -6.1412 3.0865 -0.24
F 4.4046 -5.3814 2.0579 -0.26
F -5.3269 -4.1447 -1.4674 -0.31
F -4.2195 -2.4620 -1.9705 -0.22
O -1.8258 -2.3226 -6.8119 -0.41
O -2.8224 -4.2372 -0.6751 -0.03
O 3.2394 -2.9876 3.3983 -0.32
O 3.0291 1.3663 -1.0090 -0.78
O 2.0575 -2.9083 1.6041 -0.29
O -3.1469 4.8248 0.7615 -0.35
O -1.3534 3.0306 5.6305 -0.21
O -2.9909 -2.5065 0.7233 -0.83
O 4.8897 1.5607 -2.1015 -0.27
N -0.1546 -1.6287 -3.4597 -0.41
N -2.6883 2.3955 -0.8780 -0.49
N -0.6369 1.4690 3.2758 -0.53
C 5.7584 2.1526 -3.1084 -0.11
C -2.6314 -5.5528 -0.3160 -0.31
C -4.7222 -3.0271 -0.9538 0.81
C -3.1632 5.9838 1.5387 -0.79
C -3.7492 -3.4975 0.0911 -0.29
C -0.8054 -1.2365 -4.6814 0.47
C -2.1220 4.8046 -0.2549 -0.73
C 3.0519 -5.2783 2.1148 0.77
C -0.0118 -0.1682 -5.4486 -1.30
C -1.7699 3.6110 6.8515 -0.89
C 3.8458 2.3574 -1.5872 -0.05
C 2.4352 -3.8439 2.4837 0.11
C 4.3624 3.6568 -0.8509 0.74
C -3.1577 -1.9329 -6.7996 -0.67
C -2.4178 3.8002 -1.3843 0.19
C 4.4466 -2.4416 5.4898 -1.29
C 6.8424 1.1006 -3.4520 -1.32
C -3.7011 4.1818 -2.1469 -1.39
C 1.1947 2.4415 4.4820 -1.31
C 3.4229 -3.3570 4.7753 -0.13
C -1.9220 -6.1829 -1.5224 -1.16
C 0.0592 1.4073 4.5225 0.14
C -0.8595 1.6631 5.6931 -0.79
C -1.1927 -2.5175 -5.5303 -1.01
H -0.2962 -3.1092 -5.7156 0.39
H -2.0994 6.1798 1.6729 0.34
H -0.0093 0.6850 -4.7703 0.40
H 7.7150 1.5064 -3.9638 0.35
H -3.2494 2.2041 -1.6957 0.25
H 1.0307 -0.4552 -5.5858 0.36
H 4.1719 -1.3872 5.4595 0.31
H 3.9156 -4.3256 4.8588 0.26
H -2.5723 -6.1323 -2.3958 0.30
H -3.6584 5.9283 2.5082 0.24
H -3.7622 -2.1428 -7.6820 0.25
H 1.7900 2.3470 3.5738 0.43
H -1.0047 4.0562 7.4874 0.31
H -1.9287 5.7639 -0.7349 0.40
H -1.7205 -0.8513 -4.2316 0.17
H 0.8099 3.4612 4.4626 0.27
H -3.5952 6.8163 0.9833 0.30
H -3.3790 2.5152 -0.1508 0.23
H 4.5936 -2.5834 6.5605 0.38
H -4.5326 4.2447 -1.4450 0.38
H -1.6583 0.9372 5.8457 0.43
H 6.3096 2.9973 -2.6951 0.22
H 0.4104 0.3772 4.4609 0.35
H -0.5771 0.1010 -6.3409 0.32
H -3.2466 -0.8471 -6.7648 0.25
H 5.3590 -2.3664 4.8983 0.32
H 0.8243 -1.4394 -3.6216 0.26
H 6.5916 0.1489 -3.9205 0.35
H -1.1880 4.4861 0.2079 0.41
H -1.5757 3.7338 -2.0732 0.29
H 1.5121 -4.1270 2.9894 0.25
H 3.3016 2.7513 -2.4456 0.09
H -4.3077 -4.1464 0.7656 0.19
H -0.2394 1.5108 6.5764 0.43
H -4.1367 3.6535 -2.9950 0.40
H -3.6521 -2.5774 -6.0727 0.29
H -1.5903 1.2328 3.5108 0.20
H -1.6737 -7.2430 -1.4714 0.39
H 5.1895 2.4515 -3.9888 0.28
H -0.8624 2.4533 3.2579 0.25
H -1.0643 -5.5693 -1.7980 0.23
H -1.8326 -3.2501 -5.0385 0.52
H -3.5599 5.2234 -2.4354 0.35
H 2.5096 -3.4240 5.3665 0.33
H -1.9521 -5.3605 0.5145 0.32
H -3.4463 -6.1876 0.0320 0.28
H -0.1913 -2.6356 -3.5298 0.16
H -2.2812 4.5332 6.5756 0.27
H -2.5984 3.0647 7.3022 0.33
H 7.2004 0.6047 -2.5498 0.34
H 1.7362 2.2657 5.4115 0.34
```

Computed properties:
LUMO energy (spin up / spin down): 1.39 / -0.63 eV
Total charge: -1
Highest occupied orbital energy (spin up / spin down): -4.0 / -4.0 eV
DFT total energy: -76537.7668 eV
Relative energy (zero: lowest compared OMol25 entry of this formula, charge and spin): 1225.6 kJ/mol
Expectation value of S²: 2.0062
Spin multiplicity: 3
Gap between HOMO and LUMO (spin up / spin down): 5.39 / 3.33 eV
Molecular weight: 803.09 g mol⁻¹

3.
This record from the Open Molecules 2025 dataset describes a molecular structure, C21H25IrN7O5S. The level of theory is wB97M-V/def2-TZVPD.

XYZ file:
```
60
Properties=species:S:1:pos:R:3:mulliken_charge:R:1
Ir -0.1039 0.1822 -0.1142 0.59
S -0.6987 0.5275 3.1648 1.17
O -2.0038 0.3792 2.6077 -0.61
O -0.5835 -2.7057 0.3503 -0.43
O 0.7389 1.8759 -1.1756 -0.69
O -2.1680 2.0306 -0.5434 -0.74
O -0.1322 -0.4576 4.0300 -0.66
N -0.7312 -1.8871 -3.1170 -0.23
N 0.7046 1.9274 -3.4855 0.14
N 1.9329 -0.1785 0.4886 -0.23
N -1.9698 0.8376 -0.3155 0.87
N -1.1511 -1.4471 0.2413 0.35
N -0.0359 0.1005 -2.1985 -0.11
N 0.2944 0.4814 1.7621 0.12
C 0.0780 6.0775 5.2902 -1.43
C -0.0829 4.6885 4.7504 0.87
C -3.3605 -2.5209 0.3284 -1.74
C 0.4107 3.5882 5.4509 -0.90
C 0.4059 1.2060 -4.6067 -0.05
C -0.2903 -0.6485 -3.2765 0.94
C 1.2299 3.3030 -3.5284 -0.87
C 1.6670 0.2336 1.7517 0.76
C -0.9530 3.2053 3.0487 -0.38
C -2.9508 -0.0604 -0.1875 0.49
C 0.4894 1.3449 -2.2887 0.34
C -2.4620 -1.3565 0.1153 0.60
C 3.9314 0.0398 2.3565 -0.53
C -4.3677 0.3865 -0.2390 -1.54
C -0.0732 -0.0571 -4.5553 -1.11
C 2.6280 0.3518 2.7329 -0.61
C -0.7606 4.4774 3.5442 -0.91
C -0.4402 2.1268 3.7718 0.21
C 3.1755 -0.4685 0.1376 -0.16
C 4.2116 -0.3657 1.0604 -0.83
C 0.2407 2.3017 4.9710 -0.36
H -0.8665 6.4222 5.7161 0.32
H -5.0528 -0.4559 -0.2776 0.43
H -1.1513 5.3273 2.9994 0.44
H -4.5306 1.0181 -1.1122 0.34
H 5.2205 -0.6087 0.7607 0.43
H -4.6030 0.9880 0.6419 0.31
H -0.9056 -2.4728 -3.9175 0.26
H 0.6021 1.4443 5.5234 0.55
H -1.4982 3.0442 2.1264 0.47
H 0.9249 3.7421 6.3906 0.39
H -0.3007 -2.8054 1.2738 0.34
H -0.7628 -2.3160 -2.2041 0.14
H 0.5732 3.9537 -2.9568 0.35
H -3.8094 -2.4153 1.3206 0.36
H 0.3525 6.7763 4.5006 0.38
H -2.8262 -3.4635 0.2855 0.43
H 0.8324 6.1187 6.0727 0.37
H 4.7287 0.1137 3.0835 0.47
H 3.3422 -0.7965 -0.8796 0.52
H 0.5860 1.7104 -5.5458 0.40
H 2.2297 3.3255 -3.1022 0.33
H 1.2610 3.6238 -4.5648 0.32
H -4.1720 -2.5194 -0.3963 0.44
H 2.3771 0.6658 3.7349 0.45
H -0.2835 -0.5978 -5.4652 0.43
```

Computed properties:
LUMO energy (spin up / spin down): -5.81 / -8.72 eV
Total charge: +2
Highest occupied orbital energy (spin up / spin down): -14.2 / -13.9 eV
DFT total energy: -56509.2955 eV
Relative energy (zero: lowest compared OMol25 entry of this formula, charge and spin): 0.0 kJ/mol
Expectation value of S²: 0.7651
Spin multiplicity: 2
Gap between HOMO and LUMO (spin up / spin down): 8.34 / 5.20 eV
Molecular weight: 679.76 g mol⁻¹

4.
This record from the Open Molecules 2025 dataset describes a molecular structure, C30H46O3P2Pt. The level of theory is wB97M-V/def2-TZVPD.

XYZ file:
```
82
Properties=species:S:1:pos:R:3:mulliken_charge:R:1
Pt 3.4883 -0.0891 -2.3842 0.61
P 2.5291 1.8259 0.8194 0.64
P 1.9959 -2.4734 -2.0391 1.09
O 0.0403 -4.4245 2.7030 -0.74
O 0.3664 -2.2924 1.4849 -0.56
O 1.1424 -0.4909 2.6053 -0.71
C 1.1681 -2.5789 3.7144 0.22
C -1.8054 0.0415 0.1813 0.83
C 0.6978 -3.9252 3.7461 0.42
C 1.6464 -4.2261 5.9602 -0.31
C 3.6393 2.8313 -0.2390 -1.17
C 0.8768 -1.7122 2.5167 0.57
C 6.0164 -1.7075 -2.3390 -1.15
C -1.0805 1.7563 1.9451 -1.48
C 2.1131 -2.9026 5.9370 -0.82
C 3.6302 -2.3564 -3.2043 -0.75
C 3.6785 1.4063 2.1832 -1.05
C -0.7006 1.8940 -0.6156 0.52
C 4.8718 -0.7144 -4.8752 -1.28
C -0.0562 3.2216 -0.6671 -1.14
C 5.2636 0.7513 -2.8342 -0.51
C 5.4110 -0.3794 -1.9048 -0.02
C -1.1984 1.2632 0.5610 0.78
C 0.9316 -4.7410 4.8804 -0.75
C 0.7455 -2.7874 -3.3350 -1.33
C -0.9948 1.0480 -1.7231 0.60
C 1.8590 -2.0888 4.8294 -0.30
C -1.6979 -0.0852 -1.2271 0.67
C -2.2973 -1.1779 -2.0259 -1.76
C 4.9906 -2.8188 -2.6502 -0.42
C 2.6846 0.3004 -0.3075 -0.90
C 3.6325 -1.1154 -4.0742 -0.03
C 5.5737 0.5420 -4.2992 -0.86
C -2.4977 -0.8903 1.0860 -1.49
C 2.1967 -3.9219 -0.9579 -0.88
C -0.6590 1.3308 -3.1317 -1.71
H 6.6374 -2.0657 -1.5044 0.54
H 1.8361 -4.8628 6.8221 0.39
H 3.1796 -3.2062 -3.7498 0.57
H 5.6316 -0.1118 -0.8623 0.62
H 6.7069 -1.5819 -3.1863 0.31
H 0.0471 -3.6325 2.0136 0.41
H 0.7179 3.3337 0.1114 0.25
H -2.4524 -1.9145 0.6989 0.35
H 0.7785 -1.9837 -4.0893 0.30
H 4.5737 0.9123 1.7872 0.43
H -1.3858 2.0102 -3.6071 0.34
H 2.6730 -2.5027 6.7843 0.40
H 0.9059 -3.7550 -3.8320 0.54
H -0.6379 0.4067 -3.7227 0.36
H -0.3635 1.1318 2.5039 0.15
H -0.7346 2.7945 1.9664 0.42
H 3.9501 2.3341 2.7047 0.48
H 5.2186 1.4311 -4.8333 0.40
H 1.7128 -3.6429 -0.0059 -0.04
H 2.1897 -1.0515 4.8006 0.36
H -1.8752 -1.2124 -3.0345 0.44
H 3.2818 -0.4222 0.2721 0.73
H 4.5121 -0.4551 -5.8801 0.38
H 3.1491 0.7414 2.8776 0.10
H 4.8248 -3.4137 -1.7397 0.05
H 6.6541 0.4796 -4.4696 0.38
H 5.4472 -3.5109 -3.3795 0.42
H -3.3860 -1.0422 -2.1263 0.37
H 4.6827 2.5765 -0.0174 0.36
H -2.1398 -2.1534 -1.5444 0.42
H 1.6931 -4.8090 -1.3660 0.46
H 0.4078 3.3988 -1.6425 0.36
H 3.4184 2.6022 -1.2923 0.25
H 0.5497 -5.7563 4.8733 0.46
H 3.4642 3.8985 -0.0511 0.56
H 2.7296 -1.0778 -4.7072 0.52
H 1.6550 -0.0906 -0.3541 -0.17
H -0.8024 4.0155 -0.5011 0.37
H -2.0478 1.6985 2.4644 0.44
H 5.5654 -1.5541 -5.0025 0.36
H 3.2547 -4.1433 -0.7624 0.35
H 5.4610 1.7413 -2.4026 0.58
H -3.5597 -0.6206 1.2059 0.39
H 0.3302 1.8039 -3.2088 0.36
H -0.2423 -2.7813 -2.8519 0.30
H -2.0377 -0.8743 2.0815 0.35
```

Computed properties:
LUMO energy (spin up / spin down): -6.77 / -9.37 eV
Total charge: +2
Highest occupied orbital energy (spin up / spin down): -11.4 / -11.3 eV
DFT total energy: -59801.0700 eV
Expectation value of S²: 6.0211
Spin multiplicity: 5
Gap between HOMO and LUMO (spin up / spin down): 4.58 / 1.97 eV
Molecular weight: 711.72 g mol⁻¹